Below is C15H33N2O18S2 as an isolated structure in a non-equilibrium geometry, with properties calculated with ωB97M-V with the def2-TZVPD basis set.

Structure (XYZ):
```
70
C15H33N2O18S2, DFT ωB97M-V with the def2-TZVPD basis set
N 0.452 -1.117 -0.623
C 1.091 -0.009 0.096
C 1.388 1.171 -0.807
S -0.039 2.042 -1.449
O 0.507 3.264 -1.979
O -0.732 1.220 -2.410
N -0.849 2.243 -0.070
S -2.430 2.289 -0.189
O -2.937 2.515 1.145
O -2.937 3.176 -1.197
C -2.998 0.622 -0.602
O -4.230 0.739 -1.283
O -4.493 -0.521 -1.912
H 1.122 -1.564 -1.236
H 0.126 -1.804 0.043
H 0.414 0.304 0.883
H 2.025 -0.314 0.582
H 1.914 1.926 -0.229
H 2.012 0.898 -1.652
H -3.139 0.102 0.349
H -2.271 0.099 -1.214
H -4.470 -1.155 -1.182
C 3.603 -1.510 -4.675
O 4.443 -2.277 -3.803
C 4.410 -1.872 -2.537
O 3.761 -0.957 -2.108
O 5.216 -2.654 -1.816
C 5.241 -2.298 -0.433
H 3.723 -1.943 -5.664
H 2.563 -1.579 -4.366
H 3.914 -0.468 -4.688
H 4.249 -2.392 0.006
H 5.612 -1.282 -0.306
H 5.919 -2.986 0.063
C -1.556 0.300 3.439
O -1.779 -1.019 2.918
C -2.263 -1.907 3.769
O -2.551 -1.732 4.924
O -2.395 -3.063 3.103
C -2.929 -4.150 3.849
H -1.177 0.891 2.610
H -2.487 0.740 3.786
H -0.825 0.273 4.246
H -3.944 -3.960 4.191
H -2.292 -4.389 4.700
H -2.942 -4.995 3.165
C -2.894 9.682 -3.770
O -3.111 8.325 -4.140
C -3.655 7.575 -3.165
O -3.959 7.988 -2.076
O -3.797 6.348 -3.622
C -4.348 5.402 -2.680
H -2.456 10.167 -4.638
H -3.834 10.169 -3.513
H -2.206 9.748 -2.928
H -5.347 5.719 -2.380
H -3.705 5.293 -1.817
H -4.399 4.453 -3.199
C 5.426 -5.294 2.474
O 4.152 -4.654 2.423
C 3.221 -5.186 3.215
O 3.378 -6.107 3.973
O 2.097 -4.511 3.010
C 0.998 -4.867 3.848
H 6.060 -4.757 1.776
H 5.856 -5.235 3.472
H 5.350 -6.334 2.163
H 1.223 -4.644 4.889
H 0.744 -5.920 3.736
H 0.165 -4.256 3.515
```

The value obtained for the HOMO-LUMO gap is 7.9 eV. Its HOMO energy is -5.9680 eV. Its net charge is -1. The multiplicity is 1.

---

Below is a 2-piece molecular cluster, C5H7PS overall in a non-equilibrium geometry, with properties calculated with ωB97M-V with the def2-TZVPD basis set.

Structure (XYZ):
```
14
C5H7PS, DFT ωB97M-V with the def2-TZVPD basis set
C -0.635 -1.509 -0.583
C -0.569 -1.394 0.829
C -0.224 -0.422 -1.305
C -0.135 -0.201 1.305
C -1.006 2.091 -0.090
P 0.187 0.820 -0.105
S 3.182 -0.625 -0.186
H -1.127 -2.451 -0.971
H -0.977 -2.069 1.570
H 0.040 -0.051 -2.349
H 0.103 -0.052 2.395
H -0.989 2.995 0.520
H -1.505 2.262 -0.983
H 3.655 0.608 -0.048
```

The energy relative to the best compared isomer or geometry (same formula, charge and spin) comes out at 110.9 kcal per mole. The value obtained for the HOMO-LUMO gap is 5.3 eV. Its HOMO energy is -7.5057 eV. Its net charge is 0. The multiplicity is 1.

---

Below is C32H27BCl3F4N5O9PdS as an isolated structure in a non-equilibrium geometry, with properties calculated with ωB97M-V with the def2-TZVPD basis set.

Structure (XYZ):
```
83
C32H27BCl3F4N5O9PdS, DFT ωB97M-V with the def2-TZVPD basis set
Pd 0.312 -0.610 0.516
Cl 3.699 -7.065 -4.253
C 2.420 -5.915 -4.470
C 2.362 -4.779 -3.687
C 1.316 -3.890 -3.863
C 0.303 -4.117 -4.792
C -0.884 -3.181 -4.909
C -0.471 -1.707 -5.062
N 0.064 -1.035 -3.899
C 1.347 -0.548 -3.783
C 1.392 0.143 -2.613
N 0.163 0.110 -2.000
C -0.604 -0.611 -2.786
O -1.887 -3.296 -3.907
C -1.565 -3.893 -2.655
C -1.442 -5.396 -2.724
C -2.283 -6.223 -3.408
Cl -3.656 -5.782 -4.331
S -1.845 -7.892 -3.271
C -0.520 -7.483 -2.254
C -0.427 -6.147 -2.056
C 0.416 -5.262 -5.586
Cl -0.756 -5.649 -6.810
C 1.461 -6.159 -5.437
H 3.105 -4.585 -2.925
H 1.294 -3.023 -3.220
H -1.408 -3.422 -5.836
H -1.372 -1.175 -5.381
H 0.269 -1.651 -5.862
H 2.092 -0.746 -4.534
H 2.220 0.681 -2.184
H -1.647 -0.824 -2.613
H -2.400 -3.641 -2.003
H -0.663 -3.463 -2.218
H 0.112 -8.265 -1.865
H 0.340 -5.680 -1.454
H 1.514 -7.040 -6.061
F 2.431 1.240 0.126
B 3.413 2.179 -0.274
F 3.853 2.916 0.842
F 2.822 3.069 -1.209
F 4.495 1.527 -0.882
C 2.669 3.086 5.863
C 1.819 2.666 4.693
C 1.670 3.499 3.595
C 0.967 3.101 2.469
C 0.850 4.069 1.321
C 0.401 1.813 2.419
C -0.220 1.406 1.128
O -1.220 0.649 0.989
C 0.481 0.987 3.558
C -0.107 -0.397 3.612
C 1.194 1.429 4.667
H 2.492 4.130 6.124
H 3.726 2.979 5.609
H 2.465 2.465 6.736
H 2.141 4.477 3.598
H 1.182 5.059 1.632
H -0.172 4.138 0.946
H 1.496 3.748 0.503
H 0.050 2.036 0.276
H -1.106 -0.440 3.185
H -0.144 -0.758 4.642
H 0.543 -1.078 3.051
H 1.296 0.773 5.526
O 1.299 -7.299 3.414
N 1.798 -6.255 2.999
O 2.980 -5.976 3.169
C 0.975 -5.331 2.297
C -0.366 -5.608 2.108
C -1.203 -4.721 1.456
C -0.708 -3.441 0.961
O -1.389 -2.519 0.489
C 0.732 -3.287 1.099
C 1.539 -4.156 1.743
N 1.306 -2.193 0.302
O 1.264 -2.485 -0.955
O 2.280 -1.548 0.826
N -2.572 -5.111 1.292
O -2.965 -6.113 1.892
O -3.302 -4.460 0.566
H -0.771 -6.545 2.458
H 2.601 -3.972 1.819
```

The energy relative to the best compared isomer or geometry (same formula, charge and spin) comes out at 0.0 kcal per mole. The value obtained for the HOMO-LUMO gap is 6.7 eV. Its HOMO energy is -3.2392 eV. Its net charge is -2. The multiplicity is 1.

---

Below is a 2-piece molecular cluster, C5H16N2O overall in a non-equilibrium geometry, with properties calculated with ωB97M-V with the def2-TZVPD basis set.

Structure (XYZ):
```
24
C5H16N2O, DFT ωB97M-V with the def2-TZVPD basis set
C -3.246 -0.773 -0.059
C -1.853 -0.809 -0.681
C -0.679 -1.205 0.274
C 0.413 -0.196 0.167
C 1.369 -0.032 1.063
N 2.566 0.806 0.940
N -1.948 -1.879 -1.759
H -3.443 -1.431 0.790
H -3.276 0.256 0.308
H -4.075 -0.924 -0.742
H -1.673 0.183 -1.202
H -0.171 -2.160 0.040
H -1.088 -1.388 1.277
H 0.422 0.275 -0.802
H 1.399 -0.522 2.040
H 2.330 1.841 0.851
H 3.229 0.447 0.200
H 3.120 0.839 1.823
H -1.113 -2.030 -2.363
H -2.775 -1.636 -2.316
H -2.070 -2.803 -1.350
H 2.724 4.214 0.749
H 3.320 3.567 -0.551
O 2.892 3.383 0.292
```

The energy relative to the best compared isomer or geometry (same formula, charge and spin) comes out at 11.0 kcal per mole. The value obtained for the HOMO-LUMO gap is 11.7 eV. Its HOMO energy is -17.9019 eV. Its net charge is +2. The multiplicity is 1.

---

Below is C14H42O7 as an isolated structure in a non-equilibrium geometry, with properties calculated with ωB97M-V with the def2-TZVPD basis set.

Structure (XYZ):
```
63
C14H42O7, DFT ωB97M-V with the def2-TZVPD basis set
C 2.168 1.722 0.701
O 3.435 1.554 1.313
H 1.771 0.720 0.541
H 1.551 2.161 1.485
H 2.178 2.239 -0.258
H 3.948 1.167 0.599
C -0.221 0.267 -0.653
O -0.372 0.027 0.730
H -0.457 -0.637 -1.215
H -0.920 1.082 -0.838
H 0.786 0.596 -0.911
H -0.426 0.838 1.241
C 0.593 -2.487 0.592
C 1.051 -3.037 -0.778
C 2.416 -3.701 -0.757
O 0.062 -3.945 -1.292
H -0.405 -2.071 0.448
H 1.306 -1.718 0.887
H 0.510 -3.235 1.381
H 1.091 -2.222 -1.500
H 2.593 -4.301 -1.650
H 2.585 -4.309 0.132
H 3.131 -2.916 -0.510
H -0.820 -3.565 -1.272
C -4.181 0.544 -0.360
C -3.175 -0.300 0.332
C -2.892 0.268 1.742
O -3.704 -1.585 0.591
H -4.173 0.323 -1.427
H -3.803 1.563 -0.291
H -5.211 0.426 -0.022
H -2.238 -0.469 -0.199
H -2.516 1.291 1.703
H -2.089 -0.253 2.263
H -3.809 0.165 2.323
H -3.831 -1.971 -0.279
C 2.006 2.354 -2.982
C 1.026 2.260 -4.188
C -0.441 2.310 -3.778
O 1.317 3.270 -5.076
H 2.989 1.931 -3.186
H 1.620 1.840 -2.102
H 2.222 3.407 -2.804
H 1.171 1.331 -4.739
H -1.113 2.158 -4.622
H -0.801 3.249 -3.356
H -0.532 1.469 -3.091
H 0.780 3.100 -5.853
C 1.397 -1.755 2.739
C 0.118 -1.211 3.295
C 0.056 0.282 3.737
O -0.835 -1.289 2.308
H 1.290 -2.783 2.393
H 2.147 -1.586 3.512
H 1.650 -1.138 1.877
H -0.235 -1.792 4.147
H 0.191 0.866 2.826
H 0.944 0.546 4.311
H -0.796 0.609 4.331
H -0.679 -0.795 1.500
O -0.463 1.990 1.309
H -0.637 2.621 0.611
H -0.326 2.527 2.089
```

The energy relative to the best compared isomer or geometry (same formula, charge and spin) comes out at 215.0 kcal per mole. The value obtained for the HOMO-LUMO gap is 8.1 eV. Its HOMO energy is -8.3287 eV. Its net charge is 0. The multiplicity is 1.

---

Below is one molecule with the formula C18H15N3O in a non-equilibrium geometry, with properties calculated with ωB97M-V with the def2-TZVPD basis set.

Structure (XYZ):
```
37
C18H15N3O, DFT ωB97M-V with the def2-TZVPD basis set
C 0.733 3.383 -3.146
C 0.969 2.274 -2.473
C 2.194 1.423 -2.657
N 2.965 1.295 -1.431
C 2.555 0.459 -0.446
O 1.725 -0.567 -0.717
C 1.599 -1.243 0.468
C 0.694 -2.419 0.521
C -0.727 -1.977 0.258
C -1.323 -2.292 -0.936
C -2.631 -1.881 -1.230
C -3.338 -1.148 -0.321
C -2.763 -0.794 0.917
C -3.480 -0.032 1.864
C -2.915 0.316 3.057
C -1.604 -0.085 3.354
C -0.882 -0.828 2.461
C -1.436 -1.207 1.218
N 2.274 -0.723 1.428
C 2.911 0.377 0.891
C 3.746 1.245 1.595
N 4.432 1.994 2.132
H -0.154 3.971 -2.983
H 1.415 3.745 -3.899
H 0.277 1.923 -1.718
H 1.902 0.414 -2.962
H 2.849 1.851 -3.419
H 3.409 2.140 -1.098
H 0.794 -2.884 1.501
H 0.996 -3.137 -0.246
H -0.781 -2.872 -1.670
H -3.068 -2.150 -2.180
H -4.347 -0.826 -0.536
H -4.489 0.271 1.622
H -3.469 0.900 3.776
H -1.163 0.199 4.298
H 0.128 -1.115 2.706
```

The energy relative to the best compared isomer or geometry (same formula, charge and spin) comes out at 20.9 kcal per mole. The value obtained for the HOMO-LUMO gap is 8.6 eV. Its HOMO energy is -8.1744 eV. Its net charge is 0. Its SMILES is C=CCNc1oc(Cc2cccc3ccccc23)nc1C#N. The multiplicity is 1.